Record 1
C3H7ClNO3S as an isolated structure. Source: OMol25; level of theory: the ωB97M-V functional and the def2-TZVPD basis.

Positions of all 16 atoms, in Å:
C 1.64 -0.77 -0.77
C -1.21 -1.01 0.58
C -0.75 -0.52 1.70
N 0.69 2.35 -1.14
O 0.71 -0.86 -1.55
O 2.97 -1.10 1.38
O -0.53 0.22 2.54
S 1.74 -1.62 0.74
Cl -3.91 0.09 0.66
H 2.39 -0.03 -0.89
H -2.48 -0.45 0.32
H -1.66 -2.10 0.60
H -0.59 -0.89 -0.31
H 0.34 2.83 -2.01
H -0.12 2.49 -0.56
H 0.78 1.38 -1.28

Its charge is -1. The HOMO energy (alpha / beta) comes out at -0.13166 / -0.13168 hartree. The calculation puts the HOMO-LUMO gap (alpha / beta) at 6.938 / 6.938 eV. The calculation puts the energy above the lowest of the compared OMol25 structures with the same formula, charge and spin at 62.2 kcal/mol.

***

Record 2
A 2-piece molecular cluster, C3H7ClO2 overall. Source: OMol25; level of theory: the ωB97M-V functional and the def2-TZVPD basis.

Positions of all 13 atoms, in Å:
C 1.66 0.76 -0.56
C 0.59 -0.28 -0.60
C 0.57 -0.98 0.72
O -0.17 -0.36 -1.48
H 1.10 1.72 -0.42
H 2.22 0.77 -1.53
H 2.48 0.54 0.21
H -0.51 -1.39 1.06
H 0.79 -0.24 1.38
H 1.42 -1.74 0.80
O -3.35 0.95 0.15
Cl -3.88 -0.41 -0.72
H -2.92 0.66 0.97

Its SMILES is CC(C)=O.OCl. The HOMO energy comes out at -0.35492 hartree. The calculation puts the HOMO-LUMO gap at 9.697 eV. The calculation puts the energy above the lowest of the compared OMol25 structures with the same formula, charge and spin at 74.0 kcal/mol.

***

Record 3
The molecule C3H7ClO2. Source: OMol25; level of theory: the ωB97M-V functional and the def2-TZVPD basis.

Positions of all 13 atoms, in Å:
O 1.74 -0.93 -0.69
C 1.30 -0.77 0.60
C -0.02 -0.08 0.65
Cl 0.15 1.60 -0.08
C -1.01 -0.94 -0.22
O -2.32 -0.44 -0.23
H 1.78 -0.01 -1.05
H 1.15 -1.77 1.10
H 2.07 -0.20 1.16
H -0.43 -0.03 1.66
H -0.57 -1.06 -1.22
H -0.95 -2.00 0.25
H -2.50 -0.45 0.76

Its SMILES is OCC(Cl)CO. The HOMO energy comes out at -0.38162 hartree. The calculation puts the HOMO-LUMO gap at 11.049 eV. The calculation puts the energy above the lowest of the compared OMol25 structures with the same formula, charge and spin at 25.8 kcal/mol.

***

Record 4
The molecule C3H7ClS. Source: OMol25; level of theory: the ωB97M-V functional and the def2-TZVPD basis.

Positions of all 12 atoms, in Å:
C -1.33 0.97 -1.05
C -0.90 -0.07 0.00
S -0.44 0.85 1.56
C 0.01 -1.17 -0.31
Cl 1.65 -0.81 -0.81
H -1.87 0.48 -1.80
H -2.03 1.74 -0.57
H -0.50 1.57 -1.38
H -1.80 -0.60 0.17
H -0.99 2.06 1.22
H -0.31 -1.61 -1.24
H -0.07 -1.91 0.49

Its SMILES is C[C@H](S)CCl. The HOMO energy comes out at -0.33927 hartree. The calculation puts the HOMO-LUMO gap at 10.011 eV. The calculation puts the energy above the lowest of the compared OMol25 structures with the same formula, charge and spin at 9.4 kcal/mol.